Computed, not measured: a cluster of 14 separate species, C36H100O14 in total in a non-equilibrium geometry, with ωB97M-V with the def2-TZVPD basis set.

Atoms and positions in Å:
C -15.02 28.30 -20.48
O -14.02 27.50 -21.06
H -14.82 29.37 -20.62
H -16.00 27.94 -20.79
H -15.06 28.15 -19.40
H -14.03 26.68 -20.57
C -16.64 23.22 -21.21
O -15.85 22.29 -20.55
H -17.53 22.76 -21.65
H -16.98 24.00 -20.53
H -16.15 23.75 -22.02
H -15.47 21.70 -21.20
C -24.59 27.00 -18.33
O -23.37 26.56 -18.95
H -24.25 27.37 -17.37
H -25.02 27.78 -18.96
H -25.38 26.26 -18.25
H -22.74 27.28 -18.93
C -14.01 27.18 -15.23
C -12.58 26.59 -14.89
C -11.45 27.20 -15.70
O -12.27 26.94 -13.57
H -13.94 28.26 -15.35
H -14.79 27.07 -14.47
H -14.54 26.59 -15.98
H -12.64 25.50 -14.98
H -10.46 26.97 -15.31
H -11.56 28.29 -15.63
H -11.44 26.93 -16.76
H -12.56 26.23 -12.99
C -18.68 28.49 -22.76
C -17.88 27.43 -23.50
C -18.26 25.96 -23.18
O -18.12 27.72 -24.90
H -18.13 28.73 -21.85
H -19.64 28.05 -22.52
H -18.91 29.42 -23.29
H -16.82 27.65 -23.38
H -18.25 25.61 -22.15
H -17.56 25.32 -23.72
H -19.24 25.67 -23.55
H -17.28 27.95 -25.30
C -17.66 20.37 -16.30
C -17.46 21.14 -17.58
C -17.57 22.64 -17.46
O -16.27 20.80 -18.15
H -17.68 19.32 -16.57
H -18.63 20.59 -15.86
H -16.85 20.41 -15.57
H -18.24 20.87 -18.30
H -16.78 22.92 -16.76
H -18.58 22.86 -17.13
H -17.29 23.23 -18.34
H -16.18 21.36 -18.93
C -23.68 23.62 -17.36
C -22.92 22.35 -16.86
C -21.60 22.15 -17.62
O -22.61 22.58 -15.51
H -24.68 23.77 -16.94
H -23.87 23.56 -18.43
H -23.11 24.51 -17.09
H -23.57 21.49 -16.77
H -21.06 23.09 -17.70
H -21.83 21.88 -18.65
H -21.01 21.38 -17.11
H -23.42 22.77 -15.04
C -21.66 24.06 -21.35
C -22.42 23.19 -22.28
C -21.96 23.06 -23.76
O -22.41 21.91 -21.77
H -20.58 24.03 -21.50
H -21.97 23.85 -20.33
H -21.91 25.08 -21.65
H -23.42 23.60 -22.40
H -22.43 22.29 -24.37
H -20.88 22.92 -23.75
H -22.17 24.01 -24.26
H -21.73 21.37 -22.17
C -22.18 27.80 -15.42
C -21.78 27.66 -13.94
C -22.75 26.76 -13.21
O -20.53 27.06 -13.90
H -22.25 26.83 -15.90
H -21.46 28.37 -16.01
H -23.11 28.35 -15.58
H -21.65 28.64 -13.49
H -22.31 26.31 -12.32
H -23.04 25.91 -13.83
H -23.69 27.21 -12.91
H -20.63 26.13 -14.12
C -20.88 30.88 -19.33
C -21.94 30.09 -18.60
C -23.41 30.29 -19.08
O -21.67 28.73 -18.77
H -19.87 30.51 -19.11
H -20.98 31.96 -19.20
H -20.99 30.71 -20.40
H -21.87 30.43 -17.56
H -23.69 31.34 -19.13
H -24.04 29.82 -18.33
H -23.72 29.73 -19.96
H -20.77 28.56 -18.48
C -17.36 26.93 -13.44
C -17.46 28.36 -12.87
C -16.27 29.26 -13.05
O -18.54 28.96 -13.54
H -16.54 26.43 -12.92
H -17.26 26.96 -14.52
H -18.21 26.28 -13.23
H -17.76 28.37 -11.83
H -15.33 28.85 -12.70
H -16.31 30.20 -12.49
H -16.15 29.48 -14.11
H -19.22 28.31 -13.73
C -17.33 26.39 -17.68
C -18.54 26.85 -18.41
C -19.58 25.81 -18.71
O -19.19 27.84 -17.67
H -17.61 25.69 -16.90
H -16.57 27.01 -17.19
H -16.64 25.94 -18.39
H -18.17 27.34 -19.32
H -19.17 24.94 -19.23
H -20.30 26.22 -19.42
H -20.09 25.49 -17.80
H -19.64 27.44 -16.91
C -18.52 33.47 -15.71
C -18.68 32.01 -15.32
C -17.78 31.09 -16.15
O -18.37 31.77 -13.95
H -18.89 33.59 -16.72
H -17.48 33.78 -15.72
H -19.03 34.13 -15.00
H -19.69 31.63 -15.48
H -16.74 31.22 -15.85
H -17.80 31.29 -17.22
H -18.15 30.06 -16.12
H -18.36 30.83 -13.75
C -14.11 23.86 -17.84
C -13.65 24.91 -18.81
C -12.36 24.54 -19.56
O -14.56 25.09 -19.82
H -13.40 23.47 -17.11
H -14.43 22.94 -18.34
H -14.88 24.25 -17.18
H -13.58 25.88 -18.32
H -12.18 25.27 -20.35
H -12.40 23.54 -20.00
H -11.53 24.52 -18.85
H -14.85 24.21 -20.08

Values from the calculation:
* total charge: +1
* molecular weight: 757.2 g/mol
* HOMO level (spin up / spin down): -0.393 / -0.393 Eh
* orbital gap (spin up / spin down): 7.693 / 1.437 eV
* spin multiplicity: 2
* expectation value of S²: 0.754
* LUMO level (spin up / spin down): -2.99 / -9.25 eV



Computed, not measured: a structure of composition C36H101N7NaO15 in a non-equilibrium geometry, with ωB97M-V with the def2-TZVPD basis set.

Atoms and positions in Å:
Na 0.03 -0.66 0.76
C 6.40 -0.29 -0.55
C 5.42 -0.16 0.59
C 5.47 1.27 1.22
O 4.61 1.51 2.35
C 4.47 2.84 2.79
N 4.02 -0.50 -0.01
H 7.39 -0.28 -0.08
H 6.21 0.58 -1.18
H 6.24 -1.21 -1.10
H 5.62 -0.87 1.39
H 5.42 2.08 0.51
H 6.41 1.26 1.77
H 5.44 3.08 3.23
H 3.69 2.95 3.54
H 4.21 3.54 1.99
H 3.36 -0.40 0.75
H 3.77 0.32 -0.55
C -3.99 3.83 0.48
C -4.42 3.55 -0.98
C -5.05 2.17 -1.21
O -4.14 1.21 -0.73
C -4.47 -0.13 -1.07
N -5.33 4.60 -1.47
H -4.86 4.14 1.06
H -3.33 4.69 0.59
H -3.38 3.08 0.99
H -3.51 3.53 -1.57
H -5.29 2.03 -2.27
H -6.03 2.11 -0.74
H -5.44 -0.48 -0.72
H -3.64 -0.82 -0.90
H -4.62 -0.20 -2.15
H -6.21 4.49 -1.00
H -4.99 5.52 -1.24
C 4.48 1.56 -3.95
C 3.55 2.12 -2.86
C 2.78 3.27 -3.56
O 1.91 2.76 -4.58
C 0.94 3.66 -5.08
N 2.64 1.13 -2.36
H 5.21 0.85 -3.56
H 4.98 2.40 -4.43
H 3.93 0.95 -4.67
H 4.11 2.44 -1.98
H 3.39 4.08 -3.96
H 2.21 3.79 -2.80
H 1.47 4.55 -5.42
H 0.30 4.05 -4.29
H 0.29 3.22 -5.83
H 1.94 1.01 -3.08
H 3.15 0.26 -2.28
C -0.45 3.95 -0.02
C 0.06 2.72 0.67
C -0.65 2.37 1.98
O 0.25 1.50 2.72
C -0.21 1.26 4.12
N 0.00 1.62 -0.29
H -0.30 4.87 0.54
H -1.49 3.85 -0.35
H 0.13 4.10 -0.92
H 1.12 2.80 0.91
H -1.64 1.91 1.91
H -0.80 3.30 2.53
H 0.33 1.96 4.76
H 0.03 0.23 4.36
H -1.25 1.47 4.34
H 0.75 1.73 -0.96
H -0.89 1.79 -0.74
C -1.33 0.01 -3.48
C -1.49 1.50 -3.76
C -2.51 1.88 -4.89
O -3.78 1.55 -4.39
C -4.82 2.06 -5.22
N -1.82 2.19 -2.53
H -0.72 -0.12 -2.59
H -0.85 -0.43 -4.36
H -2.31 -0.39 -3.21
H -0.56 1.92 -4.12
H -2.23 1.48 -5.86
H -2.33 2.93 -5.12
H -5.23 1.49 -6.05
H -4.69 3.06 -5.62
H -5.58 1.95 -4.45
H -1.86 3.17 -2.75
H -2.80 1.95 -2.39
C -5.72 -0.98 3.54
C -5.78 -0.27 2.20
C -6.90 0.69 1.93
O -8.16 0.15 2.28
C -9.21 1.01 2.03
N -4.50 0.41 2.08
H -5.74 -0.33 4.41
H -4.86 -1.64 3.60
H -6.58 -1.64 3.65
H -5.67 -1.08 1.48
H -6.86 0.97 0.88
H -6.76 1.59 2.52
H -8.97 1.91 2.59
H -10.21 0.76 2.39
H -9.29 1.35 0.99
H -4.46 0.72 1.12
H -4.26 1.18 2.69
C 3.26 -2.31 2.74
C 2.52 -1.19 3.50
C 3.35 -0.68 4.71
O 2.43 -0.02 5.61
C 3.18 0.64 6.68
N 2.35 -0.16 2.53
H 4.26 -1.99 2.44
H 2.69 -2.74 1.91
H 3.33 -3.24 3.31
H 1.55 -1.52 3.89
H 4.20 -0.06 4.41
H 3.77 -1.53 5.25
H 3.64 1.47 6.14
H 3.93 -0.04 7.08
H 2.48 1.04 7.41
H 1.58 0.42 2.81
H 3.16 0.44 2.66
C -1.43 -3.07 2.31
C -2.48 -2.38 1.42
O -2.25 -0.97 1.58
O -0.15 -3.00 1.69
H -1.60 -4.14 2.40
H -1.37 -2.69 3.34
H -3.50 -2.57 1.75
H -2.49 -2.69 0.37
H -3.12 -0.59 1.71
H 0.33 -3.80 1.93
C 1.74 -6.26 1.45
C 3.10 -6.82 1.16
O 2.93 -8.10 0.61
O 1.66 -4.98 2.09
H 1.20 -6.96 2.09
H 1.10 -6.19 0.58
H 3.79 -6.87 2.01
H 3.61 -6.19 0.43
H 3.76 -8.56 0.51
H 1.91 -5.14 3.00
C 4.40 -3.94 -1.42
C 4.66 -3.05 -2.59
O 3.91 -1.91 -2.50
O 4.77 -5.18 -1.86
H 3.34 -4.03 -1.18
H 4.99 -3.59 -0.58
H 4.48 -3.50 -3.56
H 5.72 -2.78 -2.58
H 4.21 -1.47 -1.70
H 3.96 -5.66 -2.05
C 0.40 -3.69 -2.75
C 0.36 -3.13 -1.30
O 0.76 -1.77 -1.23
O 0.15 -5.12 -2.70
H 1.45 -3.55 -3.00
H -0.13 -2.97 -3.38
H 0.99 -3.75 -0.66
H -0.62 -3.32 -0.87
H 1.65 -1.72 -1.60
H -0.75 -5.35 -2.94

Values from the calculation:
* total charge: +1
* molecular weight: 895.2 g/mol
* HOMO level: -0.406 Eh
* orbital gap: 9.483 eV
* LUMO level: -1.56 eV



Question: Look up the total charge of the first one.
Answer: +1